(1)
Entry from the OMol25 dataset: a structure of composition CH2NO2PS2 (ωB97M-V/def2-TZVPD).

Results
multiplicity = 1
Kohn-Sham gap = 8.6 eV
relative energy (zero: lowest compared OMol25 entry of this formula, charge and spin) = 0.5054 eV
lowest unoccupied orbital energy = -1.008 eV

Geometry (Å):
1 C -1.781 1.623 0.849
2 N 1.103 -0.301 -1.106
3 O -2.734 1.679 0.192
4 O 1.870 -0.997 1.293
5 P 0.774 -0.988 0.356
6 S -0.430 1.283 1.489
7 S -0.597 -2.267 0.116
8 H 1.323 0.666 -1.324
9 H 0.472 -0.698 -1.866



(2)
Entry from the OMol25 dataset: the ion CH2NO3S with charge -1 (ωB97M-V/def2-TZVPD).

Results
multiplicity = 1
Kohn-Sham gap = 7.8 eV
relative energy (zero: lowest compared OMol25 entry of this formula, charge and spin) = 3.5863 eV
lowest unoccupied orbital energy = 4.139 eV
total charge = -1

Geometry (Å):
1 C -1.097 0.145 0.004
2 N 0.027 0.937 -0.417
3 O 2.094 -0.388 -1.082
4 O 0.961 -1.160 0.859
5 O -0.926 1.265 0.661
6 S 1.602 -0.007 0.210
7 H -1.915 0.091 -0.711
8 H -0.745 -0.883 0.476



(3)
Entry from the OMol25 dataset: a cluster of 2 separate species, CH2NO3S in total (ωB97M-V/def2-TZVPD).

Results
multiplicity = 1
Kohn-Sham gap = 5.4 eV
relative energy (zero: lowest compared OMol25 entry of this formula, charge and spin) = 1.7552 eV
lowest unoccupied orbital energy = 3.637 eV
total charge = -1

Geometry (Å):
1 C -0.551 1.952 -1.182
2 N -0.510 -0.731 -0.319
3 O -0.050 2.532 -0.333
4 O -1.011 1.524 -2.154
5 O 1.518 -1.176 1.565
6 S -0.200 -1.512 0.990
7 H -0.685 -1.444 -1.140
8 H 1.490 -1.145 2.572



(4)
Entry from the OMol25 dataset: a cluster of 2 separate species, CH2NO3S in total (ωB97M-V/def2-TZVPD).

Results
multiplicity = 1
Kohn-Sham gap = 7.7 eV
relative energy (zero: lowest compared OMol25 entry of this formula, charge and spin) = 2.9421 eV
lowest unoccupied orbital energy = 3.662 eV
total charge = -1

Geometry (Å):
1 C -0.886 -0.063 -0.323
2 N 1.760 0.593 -0.110
3 O 0.016 0.593 -0.876
4 O -1.014 -1.244 -0.151
5 O -1.948 0.644 0.190
6 S 2.135 -0.815 -0.042
7 H -1.758 1.623 0.111
8 H 1.695 -1.331 1.201



(5)
Entry from the OMol25 dataset: a cluster of 2 separate species, CH2NO3S in total (ωB97M-V/def2-TZVPD).

Results
multiplicity = 1
Kohn-Sham gap = 7.1 eV
relative energy (zero: lowest compared OMol25 entry of this formula, charge and spin) = 7.0120 eV
lowest unoccupied orbital energy = 3.258 eV
total charge = -1

Geometry (Å):
1 C -0.170 -0.838 -0.055
2 N 0.385 0.280 -0.301
3 O 1.219 0.144 -1.555
4 O 0.174 1.459 0.022
5 O -1.592 -0.047 1.823
6 S 0.071 -2.424 -0.096
7 H -2.006 0.639 1.431
8 H 1.920 0.788 -1.268



(6)
Entry from the OMol25 dataset: the ion CH2NO3S with charge -1 (ωB97M-V/def2-TZVPD).

Results
multiplicity = 1
SMILES string = N=S(=O)=C([O-])O
Kohn-Sham gap = 7.2 eV
relative energy (zero: lowest compared OMol25 entry of this formula, charge and spin) = 1.4798 eV
lowest unoccupied orbital energy = 3.926 eV
total charge = -1

Geometry (Å):
1 N -1.366 -1.114 0.275
2 S -0.816 0.029 -0.680
3 O -1.183 1.328 0.041
4 C 1.109 0.030 -0.252
5 O 1.979 -0.744 -0.552
6 O 1.161 1.060 0.712
7 H -1.092 -2.016 -0.197
8 H 0.207 1.426 0.652



(7)
Entry from the OMol25 dataset: a cluster of 2 separate species, CH2NO3S in total (ωB97M-V/def2-TZVPD).

Results
multiplicity = 1
Kohn-Sham gap = 7.6 eV
relative energy (zero: lowest compared OMol25 entry of this formula, charge and spin) = 2.4436 eV
lowest unoccupied orbital energy = 3.934 eV
total charge = -1

Geometry (Å):
1 C 1.007 0.682 -0.163
2 N 1.048 1.754 1.529
3 O 2.880 -1.015 -1.196
4 O 0.206 0.830 -0.987
5 O 3.407 0.452 0.832
6 S 2.518 -0.535 0.207
7 H 1.481 1.087 2.149
8 H 1.972 2.150 1.212



(8)
Entry from the OMol25 dataset: the ion CH2NO4S with charge -1 (ωB97M-V/def2-TZVPD).

Results
multiplicity = 1
SMILES string = [H]/N=C\OS(=O)(=O)[O-]
Kohn-Sham gap = 9.8 eV
relative energy (zero: lowest compared OMol25 entry of this formula, charge and spin) = 0.0000 eV
lowest unoccupied orbital energy = 4.196 eV
total charge = -1

Geometry (Å):
1 H -0.916 1.337 -0.135
2 N -1.691 0.668 -0.140
3 C -1.277 -0.504 -0.012
4 O -0.067 -0.997 0.143
5 S 1.289 0.049 0.060
6 O 0.942 1.057 -0.920
7 O 2.291 -0.895 -0.367
8 O 1.472 0.578 1.398
9 H -2.043 -1.293 -0.028



Which of these has the lowest Kohn-Sham gap? number 3



The highest lowest unoccupied orbital energy belongs to which entry? CH2NO4S